Computed, not measured: a 2-piece molecular cluster, C4H15N3O overall, with ωB97M-V/def2-TZVPD.

Summary:
Gap between HOMO and LUMO, eV: 9.98
2S+1: 1
Maximum force, eV Å⁻¹: 2.58
E_HOMO, eV: -8.973
Relative energy (zero: lowest compared OMol25 entry of this formula, charge and spin), kJ/mol: 132.2
E_LUMO, eV: 1.01
Charge: 0
E_tot, Eh: -400.8678
SMILES: NCC[C@H](N)CN.O

Last column: Mulliken charge in e.
Cartesian coordinates (Å):
N1 1.183 1.047 -1.579  -0.58
C1 0.374 0.225 -0.649  0.15
C2 -1.118 0.639 -0.614  -0.58
C3 -1.386 1.820 0.265  -0.78
N2 -1.349 1.552 1.722  -0.59
C4 0.605 -1.214 -1.138  -0.64
N3 1.753 -1.783 -0.345  -0.57
H1 0.579 1.375 -2.326  0.25
H2 1.652 1.876 -1.236  0.25
H3 0.748 0.355 0.375  0.22
H4 -1.663 -0.218 -0.215  0.29
H5 -1.481 0.792 -1.637  0.37
H6 -0.694 2.664 0.070  0.25
H7 -2.369 2.291 0.037  0.38
H8 -0.788 0.773 2.039  0.26
H9 -2.328 1.412 1.932  0.26
H10 -0.279 -1.797 -0.842  0.23
H11 0.712 -1.411 -2.206  0.33
H12 2.558 -1.896 -0.954  0.27
H13 2.064 -1.054 0.285  0.27
H14 -0.083 -2.538 1.627  0.32
H15 1.009 -2.676 2.936  0.31
O1 0.301 -2.232 2.453  -0.65

=====

Computed, not measured: a 12-piece molecular cluster, C58H136F12N8O25 overall, with ωB97M-V/def2-TZVPD.

Summary:
Gap between HOMO and LUMO, eV: 1.27
2S+1: 1
Maximum force, eV Å⁻¹: 4.79
E_HOMO, eV: -6.311
E_LUMO, eV: -5.04
Charge: +2
E_tot, Eh: -5807.4648

Last column: Mulliken charge in e.
Cartesian coordinates (Å):
N1 -7.685 -9.602 6.171  -0.66
O1 -8.095 -8.635 6.748  -0.18
O2 -8.491 -10.160 5.419  -0.63
O3 -6.522 -10.026 6.399  -0.40
C1 -7.322 -15.913 8.744  -0.64
O4 -6.339 -16.991 8.670  -0.23
O5 -6.790 -15.039 9.707  -0.79
C2 -7.874 -15.511 7.264  0.85
F1 -7.750 -14.248 6.863  -0.17
F2 -7.351 -16.344 6.330  -0.31
F3 -9.190 -15.698 7.194  -0.30
C3 -6.624 -18.366 8.648  -0.26
C4 -5.378 -19.257 8.594  -1.26
H1 -4.807 -18.934 9.465  0.30
H2 -5.670 -20.305 8.664  0.38
H3 -4.783 -19.072 7.699  0.28
H4 -7.219 -18.704 7.799  0.30
H5 -7.121 -18.609 9.587  0.34
H6 -8.145 -16.461 9.201  0.50
C5 -8.271 -3.071 8.805  -0.47
O6 -9.330 -2.739 7.895  -0.43
O7 -8.305 -4.418 8.968  0.40
C6 -6.934 -2.350 8.445  -0.05
F4 -6.038 -2.393 9.392  -0.24
F5 -6.336 -2.730 7.308  -0.11
F6 -7.208 -1.053 8.367  -0.32
C7 -10.646 -2.812 8.443  0.15
C8 -11.790 -3.082 7.464  -0.64
H7 -11.834 -2.345 6.663  0.35
H8 -11.627 -4.049 6.988  -0.45
H9 -12.726 -3.076 8.021  0.46
H10 -10.704 -1.865 8.979  0.60
H11 -10.843 -3.640 9.125  -0.48
H12 -8.549 -2.655 9.773  0.07
C9 -15.359 -14.856 4.438  -0.23
O8 -14.910 -13.590 4.859  -0.24
O9 -16.458 -15.268 5.238  -0.89
C10 -15.549 -14.737 2.825  0.81
F7 -16.538 -14.017 2.441  -0.28
F8 -14.469 -14.226 2.223  -0.27
F9 -15.724 -15.969 2.269  -0.30
C11 -13.432 -13.431 5.173  -0.70
C12 -13.245 -12.030 4.731  -0.20
H13 -13.354 -11.848 3.662  0.15
H14 -14.048 -11.535 5.277  0.40
H15 -12.272 -11.658 5.052  -0.17
H16 -12.733 -14.060 4.621  0.37
H17 -13.168 -13.646 6.208  0.33
H18 -14.614 -15.588 4.749  0.21
C13 -8.133 -6.773 1.012  -0.30
O10 -7.971 -7.839 0.059  -0.46
O11 -7.947 -7.244 2.349  -0.51
C14 -7.357 -5.461 0.634  0.15
F10 -7.667 -4.369 1.272  -0.29
F11 -6.041 -5.574 0.761  -0.23
F12 -7.527 -5.197 -0.616  -0.32
C15 -6.676 -8.393 -0.240  0.55
C16 -6.867 -9.623 -1.169  -1.45
H19 -7.559 -10.307 -0.678  0.22
H20 -7.289 -9.351 -2.137  0.42
H21 -5.875 -10.051 -1.315  0.36
H22 -6.289 -8.909 0.638  -0.31
H23 -5.958 -7.760 -0.762  0.39
H24 -9.200 -6.595 0.875  0.32
C17 -10.310 -2.484 4.130  -0.59
O12 -10.106 -3.817 3.681  -0.45
C18 -10.547 -4.974 4.412  -0.86
C19 -9.503 -5.433 5.486  0.90
N2 -8.143 -5.379 4.695  1.95
H25 -8.102 -6.031 3.926  -0.70
H26 -8.245 -4.430 4.365  0.70
C20 -6.881 -5.570 5.547  1.26
C21 -5.582 -4.955 4.930  1.11
O13 -5.920 -3.601 4.764  -0.15
C22 -5.178 -2.936 3.771  -0.89
H27 -9.656 -1.885 3.496  0.35
H28 -10.002 -2.339 5.166  0.05
H29 -11.357 -2.186 4.067  0.32
H30 -10.915 -5.648 3.638  0.05
H31 -11.520 -4.688 4.812  0.52
H32 -9.635 -6.354 6.053  -0.25
H33 -9.445 -4.802 6.373  -0.48
H34 -6.726 -6.648 5.588  -0.52
H35 -7.086 -5.275 6.576  -1.06
H36 -5.370 -5.365 3.942  -1.44
H37 -4.706 -5.232 5.515  0.68
H38 -4.129 -2.966 4.066  0.38
H39 -5.360 -1.865 3.676  0.29
H40 -5.295 -3.396 2.790  0.17
C23 -0.101 -16.151 7.517  -0.73
O14 -0.944 -15.007 7.725  -0.31
C24 -2.135 -15.307 8.531  -0.81
C25 -3.431 -14.601 7.949  -0.28
N3 -3.329 -13.068 8.122  0.06
H41 -3.409 -12.739 9.073  0.47
H42 -2.346 -12.969 7.913  0.45
C26 -4.138 -12.184 7.122  0.48
C27 -3.242 -11.537 6.136  0.01
O15 -2.549 -12.490 5.386  -0.27
C28 -2.772 -12.230 3.960  -0.82
H43 0.474 -16.186 6.592  0.28
H44 -0.631 -17.101 7.576  0.31
H45 0.623 -16.143 8.332  0.30
H46 -1.869 -15.023 9.549  0.32
H47 -2.287 -16.387 8.519  0.53
H48 -4.345 -15.026 8.366  0.22
H49 -3.385 -14.807 6.880  0.21
H50 -4.672 -11.443 7.716  -0.41
H51 -4.878 -12.842 6.666  -0.01
H52 -2.596 -10.823 6.645  0.40
H53 -3.873 -10.771 5.685  -0.36
H54 -2.184 -13.004 3.467  0.35
H55 -2.209 -11.384 3.564  0.27
H56 -3.801 -12.126 3.618  0.34
C29 -5.233 -1.844 12.646  -0.80
O16 -5.325 -3.194 12.275  -0.43
C30 -6.639 -3.680 12.352  0.11
C31 -6.423 -5.166 12.121  -1.13
N4 -6.096 -5.587 10.653  1.08
H57 -6.765 -5.110 10.066  -0.86
H58 -5.256 -5.066 10.443  0.58
C32 -5.890 -7.091 10.384  -0.70
C33 -5.513 -7.350 8.916  0.60
O17 -4.443 -6.509 8.561  -0.16
C34 -3.159 -6.993 8.673  -0.91
H59 -5.626 -1.148 11.905  0.28
H60 -4.164 -1.629 12.646  0.28
H61 -5.602 -1.673 13.658  0.34
H62 -7.190 -3.158 11.570  -0.28
H63 -6.997 -3.564 13.375  0.66
H64 -7.276 -5.757 12.455  0.51
H65 -5.512 -5.565 12.568  0.50
H66 -6.806 -7.666 10.523  -0.07
H67 -5.139 -7.328 11.137  0.56
H68 -6.380 -7.173 8.279  -0.38
H69 -5.255 -8.405 8.825  0.21
H70 -2.846 -7.525 7.775  0.23
H71 -2.946 -7.630 9.531  0.39
H72 -2.440 -6.191 8.842  0.26
C35 -13.297 -6.670 8.135  -0.54
O18 -12.328 -6.783 9.147  -0.52
C36 -11.065 -6.739 8.686  0.73
C37 -10.091 -7.411 9.757  -0.54
N5 -9.790 -6.389 10.898  1.50
H73 -9.204 -6.929 11.519  0.42
H74 -9.392 -5.587 10.432  -0.79
C38 -11.004 -5.911 11.684  -0.33
C39 -10.540 -5.285 12.950  -1.00
O19 -9.662 -4.250 12.796  -0.09
C40 -10.181 -2.951 12.523  -0.86
H75 -14.276 -6.906 8.552  0.37
H76 -13.031 -7.365 7.339  0.14
H77 -13.433 -5.708 7.641  0.15
H78 -10.849 -5.733 8.328  -0.56
H79 -10.992 -7.314 7.763  0.35
H80 -9.065 -7.515 9.404  -0.36
H81 -10.507 -8.313 10.206  0.73
H82 -11.828 -6.610 11.825  0.45
H83 -11.416 -5.190 10.978  0.26
H84 -10.109 -6.187 13.383  0.31
H85 -11.319 -4.892 13.603  0.47
H86 -10.577 -2.765 11.525  0.22
H87 -9.467 -2.133 12.620  0.26
H88 -10.935 -2.741 13.281  0.46
C41 -9.302 -13.960 13.150  -0.68
O20 -7.920 -13.719 12.678  -0.21
C42 -7.454 -12.386 12.924  -0.84
C43 -7.671 -11.328 11.813  -0.38
N6 -7.300 -11.981 10.432  0.56
H89 -6.290 -12.002 10.442  0.30
H90 -7.679 -12.916 10.475  0.26
C44 -7.783 -11.312 9.169  0.87
C45 -9.274 -11.685 8.987  -0.56
O21 -9.914 -10.488 8.791  0.30
C46 -11.113 -10.570 8.085  -0.58
H91 -9.210 -13.869 14.232  0.35
H92 -9.568 -14.997 12.942  0.23
H93 -9.973 -13.268 12.643  0.27
H94 -6.376 -12.527 13.006  0.33
H95 -7.642 -12.036 13.940  0.50
H96 -7.005 -10.466 11.794  0.32
H97 -8.710 -11.016 11.922  0.20
H98 -7.302 -11.929 8.410  -0.43
H99 -7.451 -10.274 9.182  -0.66
H100 -9.723 -12.252 9.802  0.45
H101 -9.361 -12.204 8.032  0.16
H102 -11.802 -11.213 8.633  0.52
H103 -11.021 -10.989 7.083  0.31
H104 -11.536 -9.577 7.934  -0.35
C47 -9.551 -13.427 4.628  -0.96
O22 -9.926 -12.414 3.596  0.01
C48 -8.912 -12.392 2.490  -1.49
C49 -8.246 -11.083 2.311  0.64
N7 -9.303 -9.940 2.669  2.34
H105 -9.476 -10.005 3.662  -0.24
H106 -8.860 -9.033 2.706  -0.61
C50 -10.626 -9.824 1.906  -0.55
C51 -11.552 -8.756 2.478  -0.78
O23 -11.782 -9.021 3.900  0.10
C52 -12.973 -8.664 4.534  -0.76
H107 -8.482 -13.358 4.827  0.28
H108 -9.728 -14.337 4.055  0.55
H109 -10.135 -13.271 5.535  0.17
H110 -9.303 -12.595 1.493  0.35
H111 -8.191 -13.201 2.610  0.67
H112 -7.624 -11.043 1.417  0.46
H113 -7.604 -10.921 3.177  -0.41
H114 -11.090 -10.809 1.957  0.44
H115 -10.266 -9.754 0.880  0.32
H116 -12.526 -8.930 2.021  0.61
H117 -11.185 -7.739 2.340  0.06
H118 -13.122 -9.257 5.437  0.09
H119 -13.844 -8.644 3.880  0.47
H120 -12.915 -7.580 4.634  0.15
C53 -0.540 -8.863 -2.351  -0.72
O24 -0.283 -8.568 -1.007  -0.41
C54 -0.832 -9.423 0.004  -0.80
C55 -1.084 -8.641 1.289  -0.26
N8 -1.495 -7.139 1.059  -0.06
H121 -0.915 -6.676 1.744  0.45
H122 -1.117 -6.975 0.136  0.44
C56 -2.969 -6.706 1.012  -1.10
C57 -3.526 -6.827 2.400  0.68
O25 -3.897 -8.128 2.434  -0.31
C58 -4.846 -8.527 3.359  0.20
H123 -1.612 -8.758 -2.519  0.31
H124 -0.163 -9.830 -2.683  0.32
H125 -0.011 -8.131 -2.960  0.25
H126 -0.224 -10.318 0.140  0.54
H127 -1.763 -9.929 -0.252  0.39
H128 -0.092 -8.543 1.729  0.49
H129 -1.788 -9.236 1.872  0.01
H130 -3.330 -7.279 0.157  0.27
H131 -2.862 -5.699 0.610  0.45
H132 -4.360 -6.131 2.306  -0.30
H133 -2.841 -6.447 3.158  0.27
H134 -5.431 -7.742 3.838  -0.04
H135 -4.443 -9.102 4.193  -0.11
H136 -5.559 -9.213 2.903  -0.03

=====

Computed, not measured: an isolated molecule of C10H15N3, with ωB97M-V/def2-TZVPD.

Summary:
Gap between HOMO and LUMO, eV: 8.87
2S+1: 1
Maximum force, eV Å⁻¹: 2.69
E_HOMO, eV: -8.031
Relative energy (zero: lowest compared OMol25 entry of this formula, charge and spin), kJ/mol: 226.6
E_LUMO, eV: 0.84
Charge: 0
E_tot, Eh: -554.2372
SMILES: Cc1cccc(C)c1/N=N/N(C)C

Last column: Mulliken charge in e.
Cartesian coordinates (Å):
C1 2.884 -0.903 -0.886  -0.84
C2 3.459 0.604 1.077  -0.94
C3 -0.903 -0.111 -0.135  0.48
C4 -1.706 -1.181 0.129  0.73
C5 -1.132 -2.523 0.051  -1.20
C6 -3.076 -0.968 0.396  -0.67
C7 -3.642 0.310 0.302  -0.91
C8 -2.772 1.375 -0.038  -0.60
C9 -1.399 1.208 -0.184  0.79
C10 -0.564 2.484 -0.424  -1.18
H1 3.980 -1.105 -0.723  0.36
H2 2.740 -0.525 -1.905  0.26
H3 2.348 -1.837 -0.883  0.27
H4 4.347 1.122 0.597  0.29
H5 3.880 -0.150 1.705  0.34
H6 2.958 1.338 1.672  0.37
H7 -1.838 -3.300 0.399  0.39
H8 -0.156 -2.574 0.606  0.27
H9 -0.939 -2.784 -1.006  0.27
H10 -3.716 -1.835 0.578  0.30
H11 -4.696 0.437 0.400  0.41
H12 -3.214 2.378 -0.183  0.25
H13 0.105 2.837 0.391  0.24
H14 -1.207 3.412 -0.535  0.33
H15 0.036 2.355 -1.347  0.29
N1 2.523 0.095 0.110  0.25
N2 1.246 0.293 0.233  -0.13
N3 0.456 -0.450 -0.397  -0.42

=====

Q: Among the records above, which one has the highest maximum force?
A: C58H136F12N8O25